DFT (wB97M-V/def2-TZVPD) results for a molecular structure, C36H51N5O3SSn at a distorted geometry.

Calculated values
net charge = -2
molar mass = 752.61 g/mol
electronic energy = -68413.8598 eV
frontier orbital gap (spin up / spin down) = 0.1214 / 0.0679 hartree

The geometry in XYZ format:
```
97
Properties=species:S:1:pos:R:3:lowdin_charge:R:1
Sn -0.677 -0.850 -0.570 1.160
C -2.665 -4.536 0.271 -0.035
C -1.917 -2.581 -0.471 -0.271
N -1.549 -3.788 -0.016 -0.008
H -4.810 -3.854 0.153 0.107
N -3.260 -2.529 -0.398 -0.013
H -2.555 -5.539 0.636 0.102
C -0.114 -0.695 -2.806 -0.371
C 0.634 0.367 -3.294 -0.152
C 0.748 0.587 -4.677 -0.056
C 0.131 -0.299 -5.576 -0.325
C -0.532 -1.421 -5.071 -0.086
C -0.650 -1.633 -3.685 -0.180
H 1.145 1.067 -2.625 0.046
H 1.321 1.451 -5.028 0.102
H -0.974 -2.147 -5.754 0.085
H -1.167 -2.522 -3.322 0.072
C 0.166 -0.040 -7.050 -0.095
H -0.226 -0.907 -7.583 0.058
H 1.179 0.162 -7.407 0.066
H -0.448 0.827 -7.314 0.068
C -0.123 -4.148 0.203 -0.560
C 0.022 -5.591 0.666 -0.072
C 0.624 -3.934 -1.107 -0.062
H -0.368 -6.303 -0.075 0.082
H 1.104 -5.771 0.766 0.085
H -0.436 -5.757 1.650 0.086
H 1.470 -3.686 1.555 0.089
H -0.135 -3.146 2.154 0.097
H 0.727 -2.864 -1.361 0.025
C 0.504 -3.245 1.268 -0.073
H 0.124 -4.460 -1.932 0.090
H 1.637 -4.328 -0.983 0.087
H 0.745 -2.232 0.897 0.004
C -3.741 -3.731 0.040 -0.040
C -3.713 -0.793 -2.060 -0.058
H -4.168 -1.497 -2.776 0.089
H -4.159 0.205 -2.178 0.096
C -3.994 -1.249 -0.629 -0.547
H -4.314 0.528 0.585 0.082
C -5.495 -1.432 -0.445 -0.073
H -5.766 -1.682 0.589 0.088
H -2.636 -0.699 -2.287 0.021
H -2.717 0.477 -0.128 0.015
H -5.905 -2.170 -1.150 0.079
H -5.948 -0.455 -0.678 0.086
C -3.490 -0.166 0.348 -0.102
H -3.095 -0.580 1.288 0.081
C 3.657 3.742 0.847 -0.046
N 3.495 2.719 -0.091 -0.038
H 2.238 5.410 1.259 0.105
N 1.811 4.017 -0.339 -0.041
H 4.438 3.712 1.579 0.105
C 4.022 1.342 0.030 -0.578
C 5.520 1.354 -0.134 -0.058
C 3.727 0.804 1.415 -0.048
H 5.972 1.895 0.703 0.075
H 5.854 0.319 -0.106 0.074
H 5.829 1.793 -1.085 0.080
H 3.779 -0.491 -1.028 0.084
H 3.287 0.942 -1.996 0.065
H 2.647 0.752 1.593 0.056
C 3.299 0.494 -0.999 -0.071
H 4.165 1.424 2.203 0.068
H 4.134 -0.207 1.483 0.090
H 2.270 0.303 -0.667 0.054
C 2.583 4.569 0.686 -0.054
C -0.271 3.629 0.880 -0.034
H 0.098 4.179 1.755 0.069
H -1.356 3.735 0.805 0.089
C 0.341 4.116 -0.424 -0.583
H -1.216 3.289 -1.609 0.086
C -0.066 5.552 -0.624 -0.057
H 0.380 5.969 -1.530 0.080
H -0.043 2.573 1.054 0.063
H 0.075 2.166 -1.279 0.034
H 0.209 6.137 0.258 0.074
H -1.149 5.561 -0.734 0.076
C -0.126 3.208 -1.540 -0.075
H 0.329 3.423 -2.511 0.081
C 2.485 3.011 -0.907 -0.050
O 0.766 3.284 3.965 -0.364
S 1.249 1.918 3.929 0.619
O 2.640 1.662 4.201 -0.358
N 0.740 1.155 2.536 -0.097
C -0.209 0.226 2.747 -0.547
O -0.809 -0.397 1.823 -0.273
C -0.478 0.013 4.186 -0.205
C -1.336 -0.912 4.796 -0.074
C -1.415 -0.915 6.189 -0.169
C -0.651 -0.023 6.963 -0.187
C 0.202 0.895 6.342 -0.106
C 0.259 0.887 4.958 -0.289
H -1.905 -1.582 4.154 0.085
H -2.087 -1.622 6.689 0.068
H -0.727 -0.049 8.046 0.054
H 0.811 1.605 6.896 0.097
```



DFT (wB97M-V/def2-TZVPD) results for 8 unconnected molecules or ions with the total composition C36H52BBrF7NO23 at a distorted geometry.

Calculated values
SMILES string = NC[C@@H](O)CB(CC(=O)Br)C(F)(F)C(F)(F)C(F)(F)F.C[C@@H]1COC(=O)O1.C[C@@H]1COC(=O)O1.C[C@@H]1COC(=O)O1.C[C@@H]1COC(=O)O1.C[C@@H]1COC(=O)O1.C[C@@H]1COC(=O)O1.C[C@@H]1COC(=O)O1
molar mass = 1090.50 g/mol
electronic energy = -176501.4652 eV
frontier orbital gap = 0.3195 hartree

The geometry in XYZ format:
```
121
Properties=species:S:1:pos:R:3:lowdin_charge:R:1
N 2.260 0.498 6.362 0.047
C 3.014 0.998 5.192 -0.206
C 2.701 0.231 3.911 -0.367
O 2.553 -1.147 4.158 -0.016
C 1.527 0.819 3.058 -0.029
B 0.433 1.613 3.853 -0.123
C 0.420 3.211 3.702 -0.067
C 0.450 3.960 5.016 -0.809
O 1.437 4.231 5.548 0.062
Br -1.242 4.543 5.838 0.710
C -0.742 0.994 4.790 -0.363
F -1.890 1.670 4.470 0.069
F -0.549 1.232 6.090 0.120
C -1.042 -0.515 4.644 -0.427
F -0.177 -1.148 5.387 0.198
F -1.002 -0.932 3.388 0.175
C -2.433 -0.940 5.203 -0.625
F -3.425 -0.504 4.482 0.204
F -2.570 -0.655 6.457 0.229
F -2.471 -2.268 5.115 0.171
H 2.904 0.181 7.073 0.070
H 1.837 1.324 6.772 0.047
H 2.943 2.082 5.079 0.112
H 4.066 0.802 5.412 0.114
H 3.596 0.311 3.281 0.141
H 2.395 -1.557 3.296 0.086
H 1.989 1.528 2.365 0.112
H 1.146 0.008 2.436 0.089
H 1.188 3.553 3.015 0.118
H -0.551 3.426 3.235 0.115
C -1.895 -2.793 -0.781 -0.019
C -0.962 -1.679 -0.376 -0.316
C -0.288 -0.987 -1.531 -0.091
O 0.944 -0.541 -0.935 0.077
C 1.222 -1.381 0.087 -0.569
O 2.262 -1.410 0.674 0.144
O 0.168 -2.184 0.359 0.088
H -2.391 -3.211 0.095 0.087
H -2.657 -2.435 -1.470 0.082
H -1.346 -3.609 -1.252 0.098
H -1.486 -0.963 0.265 0.156
H -0.857 -0.147 -1.909 0.122
H -0.052 -1.658 -2.355 0.126
C -6.596 -2.961 0.744 -0.016
C -6.373 -3.198 -0.730 -0.327
C -7.048 -4.434 -1.261 -0.096
O -6.203 -4.802 -2.355 0.069
C -4.960 -4.325 -2.081 -0.550
O -3.978 -4.611 -2.685 0.164
O -4.992 -3.477 -1.015 0.062
H -6.134 -2.023 1.053 0.087
H -7.661 -2.915 0.975 0.094
H -6.136 -3.750 1.341 0.089
H -6.663 -2.312 -1.301 0.161
H -8.061 -4.240 -1.608 0.144
H -7.068 -5.258 -0.542 0.131
C -0.660 -2.254 -7.964 -0.012
C -0.064 -1.373 -6.893 -0.327
C 0.626 -2.127 -5.790 -0.080
O 0.469 -1.234 -4.676 0.043
C -0.651 -0.497 -4.902 -0.548
O -1.175 0.205 -4.093 0.146
O -1.091 -0.665 -6.170 0.096
H -1.090 -1.646 -8.761 0.087
H 0.098 -2.907 -8.398 0.096
H -1.470 -2.864 -7.559 0.093
H 0.600 -0.634 -7.341 0.132
H 1.679 -2.304 -5.998 0.139
H 0.142 -3.077 -5.548 0.144
C -8.341 -9.450 1.984 -0.021
C -8.566 -8.060 1.441 -0.339
C -8.423 -6.961 2.464 -0.101
O -9.296 -5.946 1.951 0.049
C -10.251 -6.578 1.212 -0.556
O -11.236 -6.057 0.801 0.169
O -9.924 -7.881 1.014 0.086
H -8.402 -10.186 1.183 0.088
H -7.361 -9.531 2.455 0.092
H -9.111 -9.709 2.712 0.094
H -7.916 -7.883 0.578 0.154
H -7.404 -6.587 2.538 0.136
H -8.772 -7.249 3.459 0.141
C 4.030 6.271 9.924 -0.024
C 3.496 5.380 8.829 -0.330
C 2.229 4.644 9.189 -0.092
O 2.327 3.464 8.388 0.047
C 3.645 3.231 8.165 -0.539
O 4.072 2.229 7.690 0.158
O 4.396 4.292 8.558 0.091
H 4.909 6.815 9.577 0.086
H 3.278 6.995 10.239 0.091
H 4.342 5.681 10.786 0.092
H 3.370 5.950 7.904 0.159
H 1.330 5.204 8.939 0.139
H 2.189 4.349 10.241 0.141
C 4.617 2.538 -5.797 -0.023
C 3.996 1.735 -6.910 -0.321
C 2.716 1.034 -6.531 -0.091
O 2.722 -0.107 -7.406 0.019
C 4.027 -0.380 -7.698 -0.552
O 4.395 -1.373 -8.239 0.164
O 4.833 0.624 -7.284 0.098
H 5.499 3.059 -6.157 0.064
H 3.915 3.275 -5.408 0.099
H 4.942 1.888 -4.982 0.096
H 3.857 2.363 -7.792 0.148
H 1.834 1.647 -6.707 0.145
H 2.705 0.679 -5.497 0.141
C 8.354 6.915 -5.821 -0.022
C 7.726 6.358 -7.075 -0.331
C 6.949 7.367 -7.884 -0.094
O 5.965 6.549 -8.527 0.072
C 5.764 5.464 -7.739 -0.541
O 4.881 4.680 -7.879 0.159
O 6.707 5.394 -6.764 0.079
H 8.945 6.149 -5.319 0.088
H 9.006 7.758 -6.053 0.092
H 7.588 7.239 -5.115 0.093
H 8.483 5.860 -7.688 0.160
H 7.563 7.879 -8.622 0.140
H 6.436 8.109 -7.267 0.141
```



DFT (wB97M-V/def2-TZVPD) results for a molecular structure, C36H52CuN3OP2 at a distorted geometry.

Calculated values
net charge = +1
molar mass = 668.33 g/mol
energy above the lowest of the compared OMol25 structures with the same formula, charge and spin = 8.3 kcal/mol
electronic energy = -107904.1429 eV
frontier orbital gap (spin up / spin down) = 0.2404 / 0.1487 hartree
spin multiplicity = 2

The geometry in XYZ format:
```
95
Properties=species:S:1:pos:R:3:lowdin_charge:R:1
C -1.960 -1.826 -1.665 -0.351
C 0.275 -1.938 -2.433 -0.357
C -2.346 -2.875 -2.500 -0.058
C -0.135 -2.864 -3.431 -0.044
C -1.432 -3.336 -3.447 -0.064
H -3.350 -3.297 -2.407 0.114
H 0.614 -3.215 -4.144 0.115
H -1.743 -4.089 -4.169 0.114
N -0.710 -1.340 -1.658 0.017
P -2.581 0.472 -0.135 1.112
P 2.368 -1.164 -0.679 1.221
C -2.993 -1.237 -0.713 -0.252
H -3.991 -1.269 -1.175 0.090
H -3.036 -1.911 0.156 0.089
C 0.291 0.730 1.087 -0.178
O 0.675 1.217 2.068 0.109
C 1.661 -1.698 -2.215 -0.305
H 2.325 -1.985 -3.031 0.064
C 3.665 0.257 -1.060 -0.646
C 3.272 -2.841 -0.275 -0.647
C -3.501 1.557 -1.386 -0.664
C -3.421 0.525 1.554 -0.670
C 3.071 1.556 -0.491 -0.115
H 2.866 1.464 0.581 0.063
H 3.800 2.368 -0.624 0.099
H 2.145 1.855 -0.998 0.037
C 4.988 -0.011 -0.336 -0.096
H 4.850 -0.068 0.750 0.080
H 5.486 -0.919 -0.691 0.064
H 5.671 0.829 -0.532 0.097
C 3.910 0.422 -2.559 -0.085
H 4.648 1.230 -2.693 0.099
H 4.323 -0.483 -3.023 0.081
H 2.998 0.721 -3.091 0.061
C 3.909 -2.749 1.117 -0.097
H 3.168 -2.435 1.860 0.053
H 4.295 -3.742 1.394 0.096
H 4.753 -2.051 1.151 0.056
C 2.180 -3.920 -0.238 -0.093
H 1.344 -3.613 0.403 0.048
H 1.798 -4.137 -1.241 0.080
H 2.602 -4.849 0.173 0.097
C 4.332 -3.207 -1.331 -0.070
H 4.117 -2.827 -2.337 0.065
H 5.345 -2.888 -1.049 0.076
H 4.363 -4.305 -1.408 0.096
C -3.333 1.961 2.099 -0.078
H -3.704 1.960 3.135 0.097
H -2.296 2.326 2.116 0.085
H -3.949 2.669 1.531 0.066
C -2.679 -0.415 2.519 -0.092
H -2.782 -1.467 2.226 0.072
H -1.615 -0.170 2.601 0.052
H -3.136 -0.303 3.514 0.100
C -4.881 0.051 1.507 -0.083
H -5.214 -0.112 2.542 0.097
H -5.559 0.787 1.067 0.062
H -4.990 -0.901 0.971 0.080
C -3.084 1.115 -2.801 -0.080
H -3.559 1.788 -3.529 0.097
H -1.996 1.170 -2.942 0.064
H -3.432 0.099 -3.032 0.083
C -3.103 3.028 -1.171 -0.094
H -2.016 3.170 -1.186 0.029
H -3.542 3.618 -1.990 0.097
H -3.498 3.428 -0.228 0.064
C -5.030 1.456 -1.266 -0.088
H -5.399 0.423 -1.236 0.079
H -5.412 2.008 -0.398 0.073
H -5.467 1.938 -2.155 0.097
Cu -0.338 0.211 -0.471 0.260
N 0.118 3.103 -1.740 0.178
C 0.315 3.086 -2.899 -0.134
C 0.634 2.916 -4.284 -0.234
C 0.741 4.056 -5.083 -0.028
C 0.847 1.631 -4.826 -0.030
C 1.113 3.928 -6.427 -0.058
H 0.545 5.040 -4.634 0.128
C 1.201 1.513 -6.177 -0.060
H 0.729 0.760 -4.170 0.105
C 1.329 2.655 -6.978 -0.059
H 1.242 4.830 -7.030 0.114
H 1.400 0.523 -6.592 0.112
H 1.609 2.564 -8.033 0.115
C 0.282 -3.275 4.503 -0.051
C 1.144 -2.177 4.541 -0.040
C 1.307 -1.406 3.380 -0.156
N 0.710 -1.707 2.223 0.023
C -0.152 -2.728 2.197 -0.171
C -0.384 -3.553 3.309 -0.046
H 0.130 -3.896 5.385 0.114
H 1.692 -1.886 5.433 0.110
H 1.939 -0.516 3.396 0.109
H -0.690 -2.907 1.258 0.107
H -1.076 -4.384 3.198 0.110
```



Q: Which value of electronic energy does entry 3 give?
A: -107904.1429 eV



Q: Which value of electronic energy does entry 2 give?
A: -176501.4652 eV



Q: What is the formula in the third record?
A: C36H52CuN3OP2